Computed, not measured: a single C18H23N3O molecule, with wB97M-V/def2-TZVPD.

The geometry in XYZ format:
```
45
Properties=species:S:1:pos:R:3:forces:R:3:lowdin_charge:R:1
C -7.43449 -1.46949 -0.07135 0.0694 -0.0242 -0.0003 -0.04
C -6.23314 -0.59637 -0.02609 0.2909 0.2881 0.0508 -0.35
N -5.01444 -1.08222 -0.12366 -0.2337 -0.8237 -0.1517 0.13
N -4.17160 -0.03750 -0.06276 -0.6624 0.5382 -0.0081 -0.06
C -4.85114 1.13581 0.09813 -0.2713 0.0254 0.0936 -0.25
C -6.18503 0.80504 0.12424 0.3125 -0.0273 -0.0649 0.01
H -7.01402 1.47317 0.24162 -0.1297 0.2054 0.0480 0.11
C -4.22131 2.46886 0.28805 0.0394 0.0287 -0.0525 -0.03
H -3.29534 2.38594 0.85464 0.0279 0.0884 0.0162 0.08
H -4.00517 2.94674 -0.66834 0.0766 0.0549 0.0107 0.08
H -4.91096 3.11125 0.83130 0.0143 0.0186 0.0156 0.08
C -2.79787 -0.28215 -0.12114 0.7753 -0.2333 -0.0225 -0.18
C -2.32052 -1.49155 0.38331 -0.0917 0.1059 0.0185 0.01
C -0.97248 -1.77237 0.34305 0.1555 0.1268 -0.0814 0.00
C -0.06871 -0.85134 -0.18216 -0.3006 -0.0557 -0.0799 -0.14
C -0.55441 0.33534 -0.72123 0.1505 -0.1735 0.1427 -0.03
C -1.90767 0.61674 -0.70210 -0.2945 -0.0195 0.0586 -0.01
H -2.26788 1.51923 -1.16767 -0.0593 0.0703 -0.0412 0.10
H 0.11576 1.03512 -1.20049 0.0519 0.0469 -0.0406 0.11
C 1.37952 -1.21390 -0.18461 0.0108 0.2416 -0.0125 -0.45
O 1.76113 -2.36550 -0.26644 -0.0189 -0.3125 0.0437 0.07
N 2.22790 -0.16395 -0.07657 0.0705 0.1940 -0.0114 0.10
H 1.85764 0.76222 0.06520 -0.0804 -0.1192 0.0439 0.13
C 3.66637 -0.31109 -0.04147 0.0723 0.0803 -0.1126 -0.32
C 4.22043 0.06874 1.34242 0.0899 -0.0026 -0.1057 -0.14
C 5.67512 0.54345 1.25524 0.0739 -0.1953 0.0726 -0.20
C 6.40286 -0.19297 0.13630 0.0847 0.2016 0.0350 -0.21
C 5.81982 0.19770 -1.22754 -0.0077 0.0258 0.0399 -0.19
C 4.32893 0.54033 -1.12438 0.0039 -0.2864 -0.0329 -0.15
H 3.83787 0.36419 -2.08280 -0.0550 0.0668 0.0278 0.12
H 4.19827 1.59551 -0.87246 -0.0483 0.0902 -0.0135 0.11
H 5.95940 -0.62739 -1.92720 0.0128 0.0323 -0.0766 0.11
H 6.35508 1.06088 -1.62758 0.0468 -0.0375 -0.0440 0.11
H 7.46878 0.03845 0.16256 0.0202 -0.1086 0.0063 0.11
H 6.29493 -1.26682 0.29608 0.0628 -0.0823 0.0144 0.11
H 6.17455 0.37022 2.20961 0.0089 0.1045 0.0140 0.11
H 5.71268 1.61629 1.05664 0.0255 0.0664 0.0412 0.11
H 4.14595 -0.79627 2.00261 -0.0625 -0.0011 0.0539 0.12
H 3.60206 0.86174 1.77133 -0.0551 -0.0325 0.0159 0.11
H 3.85318 -1.36890 -0.24905 0.0061 0.1445 0.0324 0.15
H -0.59040 -2.70755 0.72267 0.0222 -0.0862 0.0238 0.12
H -3.02920 -2.19546 0.78910 -0.0184 -0.0432 0.0463 0.11
H -8.00515 -1.37503 0.85172 -0.0693 -0.0508 0.0167 0.08
H -7.12708 -2.50328 -0.19878 -0.0491 -0.0829 -0.0069 0.07
H -8.08025 -1.18187 -0.89994 -0.0674 -0.0475 -0.0233 0.08
```
Forces are in eV/Å.

Properties
ΔE to the lowest compared entry with this formula, charge and spin = 0.929 eV
Structure (SMILES) = Cc1cc(C)n(-c2ccc(C(=O)NC3CCCCC3)cc2)n1
Maximum force = 0.870 eV Å⁻¹
Lowest unoccupied orbital energy = 0.7 eV
Multiplicity = 1
Total energy = -25557.95898 eV